No. 1
130
Properties=species:S:1:pos:R:3:forces:R:3 method="wB97M-V/def2-TZVPD" s_squared=8.79 energy_ev=-73366.199 spin_multiplicity=6 total_charge=-1 lumo_energy_ev="2.26 / 2.26"
Ru 1.377 2.360 -1.040 -0.366 -0.269 0.133
C 4.204 1.662 0.699 -0.011 -0.013 0.058
O 2.805 1.380 0.765 0.066 -0.070 -0.148
C 2.407 0.168 1.311 -0.037 0.079 0.087
C 1.552 0.228 2.416 0.073 -0.065 -0.061
C 1.082 1.543 2.979 0.002 -0.018 0.108
C -0.344 1.920 2.636 -0.018 0.061 0.084
C -1.173 2.394 3.648 -0.035 -0.017 -0.011
C -2.456 2.878 3.409 -0.023 -0.037 -0.071
C -2.885 2.870 2.076 0.032 -0.003 0.084
C -2.097 2.416 1.037 -0.012 0.021 0.036
C -2.588 2.531 -0.389 -0.059 -0.006 0.001
C -2.482 1.251 -1.179 0.010 -0.056 -0.084
C -3.299 0.178 -0.874 0.033 -0.042 -0.088
C -3.188 -1.045 -1.539 -0.012 0.063 0.070
C -2.216 -1.154 -2.518 -0.038 0.033 -0.016
C -1.356 -0.106 -2.849 -0.012 0.044 0.003
C -0.219 -0.394 -3.812 0.007 0.022 -0.001
C 0.765 -1.347 -3.182 -0.014 -0.058 0.003
C 0.708 -2.711 -3.423 0.043 -0.020 0.014
C 1.562 -3.615 -2.796 -0.001 0.065 0.012
C 2.485 -3.078 -1.895 -0.012 -0.003 -0.069
C 2.570 -1.724 -1.623 -0.001 -0.063 -0.010
C 3.505 -1.183 -0.572 0.043 0.044 0.027
C 2.767 -1.047 0.748 -0.009 0.018 0.022
C 2.327 -2.213 1.380 0.058 0.032 0.002
C 1.513 -2.198 2.497 -0.023 0.006 0.020
C 1.120 -0.953 2.989 0.069 -0.021 -0.029
C 0.994 -3.471 3.162 -0.051 0.011 -0.049
C 1.550 -4.734 2.508 0.054 -0.012 0.048
C 1.377 -3.479 4.646 0.014 0.003 -0.006
C -0.535 -3.507 3.030 -0.021 -0.027 0.062
C 1.711 -0.810 -2.280 -0.077 0.065 -0.132
O 1.816 0.472 -2.118 0.042 -0.038 0.214
C 1.519 -5.120 -3.036 -0.034 -0.021 0.017
C 1.247 -5.846 -1.711 -0.008 -0.026 -0.011
C 2.862 -5.600 -3.600 0.006 -0.015 0.007
C 0.417 -5.517 -4.020 0.008 0.010 -0.005
C -1.529 1.102 -2.189 -0.029 0.066 0.048
O -0.691 2.182 -2.424 0.116 -0.048 -0.072
C -0.744 2.805 -3.702 -0.063 0.017 -0.018
C -4.074 -2.217 -1.122 0.071 0.000 0.011
C -3.787 -3.477 -1.938 -0.010 -0.012 -0.022
C -5.551 -1.849 -1.296 -0.005 0.026 -0.006
C -3.801 -2.536 0.354 -0.065 -0.020 0.019
C -0.791 1.910 1.294 -0.049 -0.030 -0.019
O -0.048 1.475 0.330 0.109 0.095 -0.071
C -3.402 3.346 4.514 0.029 -0.003 0.007
C -2.755 3.276 5.897 0.000 -0.003 -0.005
C -4.650 2.454 4.526 -0.011 -0.001 0.007
C -3.827 4.798 4.263 0.003 0.017 0.011
H 4.786 0.793 1.010 0.004 0.032 -0.014
H 4.458 1.939 -0.326 0.010 -0.001 0.030
H 4.414 2.503 1.365 0.028 -0.031 -0.024
H 1.160 1.492 4.071 -0.004 0.021 -0.059
H 1.777 2.325 2.656 -0.063 -0.007 -0.088
H -0.778 2.381 4.658 -0.013 0.003 0.022
H -3.875 3.243 1.827 -0.020 0.007 0.019
H -3.638 2.843 -0.365 0.037 0.003 0.015
H -2.034 3.319 -0.903 0.031 -0.046 0.033
H -4.024 0.306 -0.078 -0.011 -0.007 0.047
H -2.068 -2.092 -3.034 0.038 -0.047 -0.007
H -0.629 -0.837 -4.725 0.001 0.007 0.013
H 0.306 0.521 -4.078 0.012 0.013 0.006
H -0.029 -3.063 -4.136 -0.021 -0.024 -0.002
H 3.181 -3.740 -1.388 0.004 -0.025 0.043
H 4.358 -1.856 -0.443 -0.033 -0.008 -0.007
H 3.881 -0.219 -0.909 -0.001 0.010 -0.001
H 2.624 -3.153 0.936 -0.014 -0.032 -0.044
H 0.461 -0.885 3.847 -0.059 -0.004 0.009
H 2.639 -4.776 2.571 0.023 0.013 0.011
H 1.150 -5.614 3.017 -0.008 -0.015 0.009
H 1.269 -4.799 1.458 -0.034 -0.008 -0.068
H 2.461 -3.442 4.765 0.028 -0.002 -0.004
H 0.953 -2.624 5.172 -0.008 0.023 0.018
H 1.008 -4.388 5.127 -0.018 -0.036 0.022
H -0.822 -3.508 1.980 -0.024 -0.003 -0.088
H -0.939 -4.407 3.502 0.003 -0.014 0.006
H -1.000 -2.640 3.499 -0.001 0.040 0.023
H 2.028 -5.643 -0.979 0.034 0.019 0.028
H 0.297 -5.521 -1.282 -0.017 0.017 -0.009
H 1.204 -6.928 -1.864 -0.002 -0.032 -0.005
H 3.678 -5.374 -2.914 0.026 0.004 0.019
H 2.846 -6.680 -3.766 0.010 -0.048 -0.010
H 3.080 -5.106 -4.548 -0.016 0.017 -0.023
H -0.567 -5.219 -3.657 -0.032 0.005 0.021
H 0.568 -5.062 -5.000 0.020 0.018 -0.020
H 0.413 -6.602 -4.151 0.006 -0.024 0.000
H -1.213 2.148 -4.437 0.021 0.017 0.009
H -1.325 3.731 -3.627 0.015 -0.029 -0.028
H 0.280 3.033 -4.000 -0.043 0.007 0.006
H -3.970 -3.319 -3.003 -0.017 0.010 -0.027
H -2.753 -3.802 -1.817 0.035 -0.008 0.013
H -4.435 -4.289 -1.602 -0.020 -0.004 0.014
H -5.769 -1.601 -2.336 0.002 -0.004 -0.033
H -6.188 -2.685 -0.999 -0.030 -0.034 0.014
H -5.819 -0.988 -0.684 -0.008 0.034 0.015
H -2.753 -2.795 0.497 0.095 -0.024 0.012
H -4.017 -1.681 0.994 -0.016 0.030 0.023
H -4.416 -3.376 0.686 -0.015 -0.020 -0.003
H -2.482 2.253 6.159 0.006 -0.035 -0.003
H -1.855 3.890 5.951 0.016 0.028 0.000
H -3.456 3.640 6.651 -0.021 0.012 0.011
H -4.369 1.412 4.685 0.010 -0.033 0.012
H -5.335 2.754 5.324 -0.024 0.018 0.033
H -5.187 2.510 3.580 -0.019 0.007 -0.047
H -2.966 5.468 4.334 0.032 0.018 0.006
H -4.270 4.922 3.275 -0.027 -0.008 -0.033
H -4.561 5.122 5.005 -0.023 0.010 0.026
N 2.563 3.309 -2.102 0.356 0.146 -0.192
C 3.737 3.431 -2.749 -0.274 0.104 0.095
C 4.380 2.295 -3.292 0.145 -0.004 -0.060
C 5.597 2.416 -3.935 -0.006 -0.112 -0.020
C 6.220 3.653 -4.070 0.075 0.077 -0.033
C 5.596 4.783 -3.546 0.004 0.006 0.008
C 4.379 4.682 -2.900 0.071 0.042 -0.044
H 3.883 1.339 -3.183 -0.033 -0.032 0.003
H 6.071 1.529 -4.341 0.007 0.007 -0.005
H 7.174 3.738 -4.576 0.004 -0.003 0.002
H 6.069 5.754 -3.641 0.011 -0.003 -0.012
H 3.892 5.557 -2.487 -0.007 0.009 0.007
N -0.732 5.370 1.690 0.087 -0.044 -0.122
C -1.077 5.776 0.420 -0.036 0.007 -0.017
C -0.088 5.315 -0.395 -0.055 -0.011 -0.047
N 0.838 4.605 0.335 -0.051 0.156 0.279
C 0.414 4.659 1.573 0.027 0.006 -0.029
H -1.351 5.317 2.484 0.015 0.024 0.023
H -1.973 6.335 0.221 -0.022 0.025 -0.013
H 0.024 5.431 -1.460 -0.008 0.011 -0.041
H 0.892 4.202 2.418 0.020 -0.015 0.067

***

No. 2
153
Properties=species:S:1:pos:R:3:forces:R:3 method="wB97M-V/def2-TZVPD" energy_ev=-135669.608 spin_multiplicity=1 total_charge=+1 lumo_energy_ev=-3.54
C 1.395 5.354 3.891 0.761 0.459 -0.513
C 2.896 5.670 3.608 -0.899 -0.265 -0.067
C 3.579 4.554 2.829 0.322 0.435 0.347
N 3.534 4.716 1.336 -0.416 -0.549 0.429
C 2.458 3.942 0.827 1.305 0.621 0.169
C 2.545 2.541 0.754 -0.733 -0.315 0.033
C 3.762 1.739 1.113 0.055 0.324 -0.510
C 4.529 1.358 -0.200 0.307 -0.356 1.164
C 4.961 -0.122 -0.244 -0.033 0.369 -0.312
S 4.012 -1.085 -1.438 -0.104 -0.520 -0.302
C 2.521 -1.478 -0.582 0.344 -0.063 0.745
S 2.460 -1.367 1.063 -0.044 -0.439 -0.006
N 1.454 -1.932 -1.351 -0.448 1.811 0.554
C 0.321 -2.364 -0.522 0.014 -0.817 -0.189
C -0.620 -1.452 -0.065 0.284 -0.316 0.162
C -1.674 -1.880 0.726 0.177 -0.204 0.020
C -1.797 -3.230 1.055 0.422 0.372 -0.358
C -0.862 -4.136 0.563 -0.230 -0.149 0.218
C 0.205 -3.710 -0.226 -0.542 -0.092 0.265
C 0.956 -0.991 -2.353 0.143 -0.512 -1.015
C -0.066 -1.457 -3.182 0.051 -0.166 -0.082
C -0.655 -0.652 -4.142 0.145 0.069 0.362
C -0.229 0.664 -4.304 0.029 -0.523 0.159
C 0.809 1.118 -3.507 -0.271 0.244 -0.206
C 1.402 0.310 -2.542 -0.216 0.047 0.133
C 1.404 1.906 0.313 0.574 0.809 0.284
C 0.315 2.712 -0.017 -0.800 -0.905 -0.482
N 0.276 4.014 0.018 0.361 0.482 0.241
N 1.378 4.623 0.449 -0.227 -0.828 0.184
C 1.350 6.099 0.504 -0.432 0.670 -0.643
C 0.054 6.692 -0.043 0.266 0.394 -0.170
C 0.157 6.972 -1.556 0.052 0.009 0.010
S -1.358 6.569 -2.455 -0.448 -0.083 0.227
C -1.803 8.121 -3.225 0.471 0.773 -0.164
S -0.691 9.039 -3.951 0.094 0.001 -0.033
N -3.158 8.540 -3.201 0.049 -1.286 0.320
C -3.957 7.725 -4.135 -0.659 0.561 0.119
C -5.400 8.296 -4.144 -0.148 0.056 -0.151
O -5.579 9.308 -3.178 -0.218 0.027 0.095
C -5.257 8.761 -1.929 0.505 -0.378 0.133
C -3.744 8.435 -1.858 -0.428 0.097 0.270
H 1.209 5.338 4.959 -0.223 -0.210 0.045
H 0.779 6.132 3.445 -0.287 -0.015 0.182
H 1.131 4.412 3.411 -0.275 -0.127 0.268
H 3.410 5.833 4.546 0.136 0.016 0.037
H 2.933 6.604 3.052 0.421 0.084 0.017
H 3.121 3.612 3.144 0.080 -0.153 -0.142
H 4.631 4.482 3.103 0.091 0.146 -0.055
H 4.398 4.314 0.995 -0.018 0.031 -0.237
H 3.435 0.852 1.645 -0.007 -0.084 -0.108
H 4.430 2.273 1.780 0.015 0.150 0.066
H 5.441 1.953 -0.186 -0.015 0.185 -0.380
H 3.934 1.609 -1.071 0.116 0.082 -0.168
H 4.959 -0.580 0.740 -0.147 -0.145 0.003
H 5.981 -0.186 -0.619 0.015 -0.084 -0.173
H -0.509 -0.410 -0.296 -0.072 0.111 -0.132
H -2.382 -1.153 1.095 -0.083 0.037 -0.013
H -2.608 -3.557 1.688 -0.055 -0.124 0.011
H -0.973 -5.187 0.823 0.148 0.321 -0.165
H 0.898 -4.459 -0.581 0.229 0.191 -0.151
H -0.412 -2.474 -3.063 -0.007 -0.059 0.069
H -1.461 -1.067 -4.729 -0.018 0.067 -0.131
H -0.707 1.290 -5.042 0.090 0.171 -0.030
H 1.139 2.140 -3.643 0.165 0.012 0.124
H 2.189 0.719 -1.933 0.061 0.008 -0.063
H 1.361 0.829 0.239 -0.186 -0.017 0.072
H -0.595 2.216 -0.337 -0.086 0.221 -0.054
H 1.542 6.484 1.495 0.050 -0.508 0.259
H 2.169 6.441 -0.125 0.201 -0.018 0.092
H -0.048 7.660 0.446 -0.082 0.032 0.130
H -0.833 6.126 0.219 0.063 -0.188 0.012
H 0.350 8.031 -1.707 -0.026 0.035 -0.196
H 0.999 6.452 -2.007 -0.061 -0.190 -0.056
H -3.547 7.808 -5.136 0.268 -0.173 0.004
H -3.996 6.680 -3.803 0.189 -0.114 -0.150
H -5.657 8.727 -5.106 0.129 0.139 -0.052
H -6.117 7.489 -3.952 -0.005 -0.073 0.014
H -5.812 7.825 -1.789 -0.135 -0.004 -0.020
H -5.538 9.414 -1.108 -0.100 0.358 -0.233
H -3.659 7.435 -1.423 0.234 -0.084 -0.099
H -3.217 9.119 -1.195 0.048 0.144 -0.069
O -1.132 -6.899 1.800 0.020 -0.247 -0.062
C -1.523 -7.902 1.264 -0.168 -0.009 0.385
O -1.872 -7.940 -0.036 0.028 -0.011 0.015
C -2.402 -9.247 -0.368 -0.041 -0.180 -0.073
C -1.838 -10.180 0.689 -0.056 0.013 0.169
C -1.734 -9.259 1.903 0.191 -0.245 -0.435
H -3.492 -9.195 -0.339 0.008 0.064 0.039
H -2.087 -9.525 -1.368 0.012 0.241 0.029
H -2.448 -11.064 0.853 0.000 -0.005 -0.044
H -0.844 -10.513 0.395 -0.016 -0.054 0.000
H -2.660 -9.232 2.479 0.042 0.053 0.077
H -0.900 -9.513 2.551 -0.095 0.138 0.183
O -1.982 -10.973 -2.964 -0.035 -0.019 0.003
C -2.834 -10.862 -3.799 0.243 -0.274 -0.135
O -4.150 -10.916 -3.504 -0.008 0.074 0.016
C -4.932 -10.864 -4.712 -0.123 0.045 -0.187
C -4.022 -10.216 -5.746 0.110 -0.015 -0.076
C -2.643 -10.691 -5.293 -0.404 0.336 -0.049
H -5.213 -11.883 -4.984 0.036 -0.014 0.014
H -5.836 -10.290 -4.526 0.022 -0.027 0.177
H -4.274 -10.488 -6.769 -0.030 -0.063 0.029
H -4.082 -9.130 -5.663 -0.026 -0.004 0.005
H -2.379 -11.658 -5.723 0.089 0.004 0.030
H -1.862 -9.965 -5.499 0.176 -0.168 0.050
O -0.101 -13.148 1.028 0.051 -0.108 0.076
C 0.844 -13.084 0.299 -0.167 0.313 -0.001
O 2.032 -13.669 0.585 -0.003 -0.041 -0.034
C 3.005 -13.333 -0.418 0.108 0.012 -0.149
C 2.194 -12.948 -1.648 -0.069 0.108 -0.056
C 0.940 -12.341 -1.023 0.280 -0.439 -0.214
H 3.614 -12.507 -0.046 -0.023 0.016 0.005
H 3.648 -14.193 -0.590 -0.043 -0.060 0.152
H 2.726 -12.277 -2.320 0.039 0.016 0.056
H 1.926 -13.843 -2.210 0.022 -0.009 0.007
H 1.060 -11.276 -0.817 -0.077 0.018 -0.002
H 0.050 -12.505 -1.623 -0.136 0.210 0.135
O 4.511 7.789 5.173 0.107 -0.110 0.016
C 5.429 7.987 4.432 -0.147 0.377 0.110
O 6.690 7.586 4.707 -0.016 -0.099 -0.071
C 7.596 8.058 3.693 0.121 0.046 -0.153
C 6.725 8.315 2.470 -0.098 0.082 -0.054
C 5.402 8.731 3.109 0.359 -0.320 -0.206
H 8.079 8.966 4.058 -0.031 0.013 0.010
H 8.358 7.303 3.517 -0.031 -0.064 0.160
H 7.146 9.054 1.792 0.037 0.020 0.054
H 6.587 7.386 1.912 0.030 0.000 0.005
H 5.364 9.802 3.313 -0.101 0.000 0.017
H 4.541 8.433 2.517 -0.147 0.151 0.127
O -2.115 0.999 -0.406 -0.293 0.077 -0.003
C -3.253 1.390 -0.397 -0.041 0.218 -0.202
O -4.297 0.561 -0.539 0.087 0.005 0.044
C -5.527 1.312 -0.595 -0.254 0.148 0.040
C -5.209 2.639 0.078 0.067 0.093 0.017
C -3.734 2.822 -0.272 -0.349 -0.113 0.294
H -5.808 1.431 -1.643 0.055 -0.011 -0.014
H -6.307 0.755 -0.084 0.112 -0.158 -0.011
H -5.851 3.453 -0.252 -0.007 -0.039 -0.072
H -5.319 2.542 1.159 -0.012 -0.013 -0.006
H -3.596 3.322 -1.233 0.099 0.014 0.010
H -3.184 3.348 0.506 0.183 0.025 -0.143
O -2.228 2.298 4.629 -0.100 -0.091 0.008
C -1.321 1.778 5.211 0.019 0.312 -0.136
O -1.478 1.087 6.359 0.027 -0.038 -0.034
C -0.198 0.674 6.872 0.172 -0.091 0.053
C 0.736 0.683 5.668 0.057 0.063 -0.092
C 0.146 1.814 4.828 0.210 -0.536 0.135
H 0.110 1.383 7.643 -0.013 0.026 -0.020
H -0.296 -0.311 7.321 -0.173 0.024 0.008
H 1.781 0.822 5.936 -0.031 0.033 0.079
H 0.652 -0.260 5.125 -0.012 -0.010 0.024
H 0.555 2.787 5.104 -0.046 0.040 -0.048
H 0.270 1.641 3.761 -0.099 0.223 -0.057